Entry 1:
Entry from the OMol25 dataset: a structure of composition C41H65Br2CrN5Si in a non-equilibrium geometry (ωB97M-V/def2-TZVPD).

XYZ file:
```
115
Properties=species:S:1:pos:R:3:mulliken_spin:R:1
Cr -1.14181 0.22828 0.62175 3.3524
C 0.41868 -0.89032 1.89863 -0.0256
C 0.87569 0.44329 2.06152 0.0193
C -0.25159 1.17695 2.58997 -0.0042
C -1.28690 0.23025 2.84496 -0.0027
C -0.88392 -1.06196 2.44309 -0.0654
C -1.53595 -2.37624 2.86784 0.0129
C -2.89377 -2.61020 2.19744 0.0313
C -1.74599 -2.30230 4.38747 0.0002
C -0.60894 -3.55654 2.57262 -0.0040
C -0.47393 2.64962 2.98653 -0.0288
C -1.93642 3.04087 2.69556 0.0387
C -0.26601 2.81117 4.50227 -0.0047
C 0.41245 3.64735 2.23424 0.0081
C 2.38506 0.76778 2.03036 -0.0136
C 3.18197 -0.53399 1.84881 -0.0115
C 2.83886 1.70931 0.90502 0.0077
C 2.78891 1.34614 3.39593 0.0000
H 1.02707 -1.69890 1.52314 -0.0238
H -2.15182 0.43142 3.45559 0.0072
H -3.58212 -1.78720 2.39685 -0.0023
H -3.34499 -3.53335 2.57565 -0.0002
H -2.79904 -2.69913 1.11102 0.0003
H -2.55085 -1.60724 4.64495 0.0012
H -0.83320 -1.97571 4.89411 -0.0010
H -2.01766 -3.28705 4.77523 -0.0004
H -0.41352 -3.68736 1.50527 0.0007
H -1.07279 -4.47683 2.92954 -0.0008
H 0.35314 -3.44597 3.08010 0.0012
H -2.63143 2.57214 3.39692 -0.0017
H -2.25186 2.76090 1.68603 -0.0012
H -2.05167 4.12266 2.80886 0.0014
H -0.85378 2.07048 5.05141 0.0007
H -0.59768 3.80568 4.81603 -0.0004
H 0.77803 2.69684 4.79446 0.0003
H 0.36266 3.48054 1.15501 -0.0024
H 1.45744 3.59730 2.52977 0.0013
H 0.07020 4.66597 2.44183 0.0007
H 2.99959 -0.99006 0.86936 0.0080
H 2.95350 -1.26391 2.63024 -0.0002
H 4.24709 -0.30181 1.90855 0.0001
H 2.78232 1.19931 -0.05489 -0.0080
H 3.88048 2.00508 1.07256 -0.0006
H 2.24187 2.61641 0.83704 -0.0049
H 2.37941 0.74791 4.21552 -0.0013
H 2.46828 2.37868 3.52998 -0.0001
H 3.87952 1.33133 3.47854 0.0008
N -1.15486 3.22971 -2.37816 0.0018
C -1.17197 3.02640 -1.06280 0.0378
N -1.10282 1.73247 -0.84981 -0.1316
C -1.03451 1.19398 -2.10837 -0.0311
N -1.07067 2.07201 -3.06716 0.0020
C -0.97507 -0.26798 -2.23566 0.1047
C -0.99872 -0.96044 -3.43254 0.0018
N -0.91010 -2.28436 -3.47106 0.0198
C -0.80904 -2.91391 -2.30406 -0.0025
C -0.83427 -2.23378 -1.09768 0.1488
N -0.92951 -0.90282 -1.06070 -0.1961
H -1.19994 4.10411 -2.87428 -0.0010
H -1.25872 3.80881 -0.32223 0.0023
H -1.08340 -0.41761 -4.36865 -0.0003
H -0.72511 -3.99462 -2.32275 -0.0006
H -0.80298 -2.75531 -0.15322 -0.0418
Br -7.89976 0.49956 -0.28166 0.0021
C -6.03406 0.38852 -0.01555 0.0252
C -5.48863 0.72899 1.20754 -0.0158
C -4.10981 0.64821 1.38934 -0.0411
C -3.22240 0.24088 0.37713 -0.2093
C -3.83967 -0.09937 -0.83661 -0.0027
C -5.21438 -0.03351 -1.04318 -0.0208
H -6.12971 1.05119 2.02165 -0.0009
H -3.74457 0.92557 2.36696 0.0090
H -3.26497 -0.45098 -1.68468 0.0054
H -5.64024 -0.31742 -1.99908 -0.0008
C 3.52735 -2.81679 -4.84852 0.0000
C 3.45992 -1.33130 -5.24249 0.0002
C 2.01398 -1.06021 -5.68661 -0.0005
C 4.38894 -1.09155 -6.45146 0.0001
Si 4.00094 -0.23719 -3.76971 -0.0023
Br 2.23774 -0.37908 -2.29324 0.0540
C 4.12251 1.62308 -4.18333 0.0000
C 2.99214 2.04310 -5.13397 0.0000
C 5.47196 1.90600 -4.88005 -0.0001
C 4.01248 2.51467 -2.93736 -0.0006
C 5.48640 -0.92509 -2.78306 -0.0002
C 6.04939 0.12525 -1.81388 0.0000
C 5.10491 -2.14710 -1.93092 0.0000
C 6.60975 -1.33111 -3.76188 0.0001
H 3.20119 -3.42146 -5.70364 0.0000
H 2.85952 -3.04282 -4.01089 0.0000
H 4.53364 -3.14342 -4.58665 0.0000
H 1.74674 -1.79319 -6.45867 0.0000
H 1.87185 -0.06970 -6.11292 0.0002
H 1.31147 -1.18448 -4.85939 -0.0003
H 4.12269 -1.78824 -7.25598 0.0000
H 5.44402 -1.25299 -6.21622 0.0000
H 4.28323 -0.07934 -6.85210 0.0000
H 3.08736 1.58470 -6.11988 0.0000
H 3.04133 3.13031 -5.27693 0.0000
H 2.00244 1.80021 -4.73122 0.0000
H 5.59878 1.32360 -5.79685 0.0000
H 6.32740 1.70033 -4.23186 0.0000
H 5.52187 2.96652 -5.15683 0.0000
H 3.04505 2.39797 -2.44624 0.0002
H 4.10319 3.56198 -3.25405 -0.0001
H 4.79179 2.32782 -2.20026 0.0000
H 5.29642 0.45579 -1.08968 0.0001
H 6.45125 1.00236 -2.32306 0.0000
H 6.87318 -0.32960 -1.24952 0.0000
H 4.44439 -1.86803 -1.10782 0.0002
H 6.02189 -2.56437 -1.49534 0.0000
H 4.61752 -2.93947 -2.49740 0.0000
H 6.90214 -0.51274 -4.42869 0.0000
H 6.33422 -2.18749 -4.38060 0.0000
H 7.49979 -1.61758 -3.18844 0.0001
```

## Properties
HOMO-LUMO gap (alpha / beta) ... 7.281 / 7.186 eV
Charge ... +1
Strongest force on any atom ... 1.19 eV Å⁻¹
Electronic energy ... -8356.95851 a.u.
<S²> ... 3.843
Spin multiplicity ... 4

***

Entry 2:
Entry from the OMol25 dataset: a structure of composition C2HF6NNiO3S2 in a non-equilibrium geometry (ωB97M-V/def2-TZVPD).

XYZ file:
```
16
Properties=species:S:1:pos:R:3:mulliken_spin:R:1
N 0.41502 -0.02190 0.30414 0.0086
S 1.12893 1.22965 -0.58002 0.0012
C 2.77312 1.34601 0.18635 -0.0001
F 3.19876 2.59517 -0.01299 0.0000
F 3.66085 0.50808 -0.34598 0.0000
F 2.76312 1.11253 1.50111 0.0000
S -1.06126 -0.40846 0.05637 0.0060
O -1.72664 -0.08721 -1.25928 0.0403
O -2.11572 0.00272 1.08904 0.0457
C -0.97217 -2.26742 0.16177 0.0002
F 0.14123 -2.62706 0.76421 -0.0001
F -2.01198 -2.70257 0.84375 -0.0001
F -1.00192 -2.75822 -1.05975 0.0001
Ni -3.28741 0.66071 -0.33746 1.6944
O -4.82366 1.48126 -0.13213 0.2060
H -5.00465 2.22316 0.44267 -0.0024
```

## Properties
HOMO-LUMO gap (alpha / beta) ... 9.135 / 7.660 eV
Charge ... 0
Strongest force on any atom ... 2.75 eV Å⁻¹
Electronic energy ... -3261.09265 a.u.
<S²> ... 2.007
Spin multiplicity ... 3

***

Entry 3:
Entry from the OMol25 dataset: a cluster of 7 separate species, C25H27Cl24NO2 in total in a non-equilibrium geometry (ωB97M-V/def2-TZVPD).

XYZ file:
```
79
Properties=species:S:1:pos:R:3:lowdin_charge:R:1
C 6.60906 -0.42568 -2.12685 -0.1077
C 5.83295 0.90124 -1.86498 -0.2460
C 4.64220 0.59036 -0.93914 -0.2019
C 4.11692 1.76817 -0.05107 -0.1955
C 4.57997 3.17946 -0.42742 -0.2127
C 4.05164 3.71057 -1.77754 -0.1973
C 2.63216 3.24789 -2.11770 -0.2240
C 1.52372 3.89588 -1.26100 -0.1803
C 0.35205 2.88440 -1.16615 -0.2055
C -0.37778 2.77998 -2.50645 -0.1771
C -1.49275 1.71092 -2.53852 -0.1225
C -1.08571 0.47856 -1.75619 -0.1778
C -0.05763 -0.28475 -2.23948 -0.0234
C 0.40164 -1.38279 -1.57099 -0.0588
C -0.18873 -1.72465 -0.38226 -0.0069
C -1.20453 -0.97783 0.07121 -0.0857
C -1.68812 0.13833 -0.58318 -0.0383
C -2.80037 0.78888 0.19177 -0.3368
O -3.43832 1.78604 -0.05627 0.0612
N -2.97313 -0.05950 1.32447 0.1591
C -2.01531 -1.10077 1.34409 -0.3588
O -1.91357 -1.92984 2.22752 0.0800
H 7.64060 -0.16565 -2.37845 0.0645
H 6.16765 -1.01710 -2.92702 0.0659
H 6.67643 -0.99269 -1.19703 0.0636
H 5.42932 1.22049 -2.82556 0.0986
H 6.55830 1.58475 -1.43233 0.0996
H 3.80411 0.18560 -1.51658 0.0953
H 4.93300 -0.21150 -0.25605 0.0937
H 3.03062 1.68651 0.02626 0.0889
H 4.49685 1.58172 0.95897 0.1043
H 5.66592 3.27695 -0.41315 0.0978
H 4.21236 3.84249 0.36446 0.1019
H 4.05899 4.80370 -1.76408 0.1113
H 4.70542 3.35415 -2.57651 0.0926
H 2.43227 3.53649 -3.15626 0.1080
H 2.57478 2.15614 -2.10576 0.0946
H 1.90865 3.99554 -0.24091 0.1033
H 1.19072 4.85142 -1.66442 0.1137
H -0.35891 3.15070 -0.37686 0.1183
H 0.82799 1.94368 -0.87808 0.0927
H -0.86747 3.74895 -2.66295 0.1169
H 0.31691 2.67119 -3.34052 0.1040
H -1.66356 1.41360 -3.57875 0.1215
H -2.44858 2.08001 -2.17602 0.0649
H 0.41819 0.01251 -3.16716 0.1328
H 1.23816 -1.93429 -1.97881 0.0137
H 0.15770 -2.57161 0.19402 0.1277
H -2.90282 0.57229 2.11985 0.0406
Cl -7.32559 -1.14209 4.27560 0.5250
C -5.82911 -2.01953 3.92255 -2.0244
Cl -5.85564 -3.57299 4.76077 0.5077
Cl -5.72750 -2.30644 2.18457 0.5125
Cl -4.46287 -1.05541 4.51576 0.5153
Cl -1.73419 4.41297 3.54772 0.5366
C -1.22403 2.91227 4.32407 -2.0389
Cl -0.94390 3.19621 6.04268 0.5403
Cl -2.49478 1.69138 4.13228 0.5482
Cl 0.26232 2.32829 3.56608 0.5260
Cl 2.99233 -3.45770 -2.33587 0.5518
C 2.35561 -4.91818 -3.10848 -2.0427
Cl 3.68619 -5.83623 -3.81852 0.5332
Cl 1.53088 -5.90524 -1.89784 0.5256
Cl 1.21110 -4.45631 -4.37303 0.5304
Cl -2.31275 -4.52651 5.60450 0.4811
C -2.57631 -5.70521 6.89447 -2.0376
Cl -1.55520 -5.30185 8.27936 0.5297
Cl -4.27432 -5.67504 7.38674 0.5185
Cl -2.16342 -7.31962 6.30611 0.5275
Cl -6.24586 3.12956 -0.21730 0.5435
C -6.38408 2.64698 -1.90667 -2.0503
Cl -6.38616 0.88186 -2.01794 0.5229
Cl -7.89054 3.28086 -2.58413 0.5183
Cl -5.01554 3.29224 -2.82306 0.5362
Cl -3.12146 -5.42659 2.98975 0.4767
C -3.49429 -5.91701 1.33630 -2.0288
Cl -3.77070 -7.66470 1.28356 0.5258
Cl -4.94151 -5.07889 0.76199 0.5006
Cl -2.13447 -5.51071 0.28056 0.5148
```

## Properties
HOMO-LUMO gap ... 9.508 eV
Structure (SMILES) ... CCCCCCCCCCCc1cccc2c1C(=O)NC2=O.ClC(Cl)(Cl)Cl.ClC(Cl)(Cl)Cl.ClC(Cl)(Cl)Cl.ClC(Cl)(Cl)Cl.ClC(Cl)(Cl)Cl.ClC(Cl)(Cl)Cl
Charge ... 0
Strongest force on any atom ... 3.03 eV Å⁻¹
Electronic energy ... -12218.59949 a.u.